The following is a DFT calculation (ωB97M-V/def2-TZVPD) of a cluster of 2 separate species, C2H8OS2 in total at a distorted geometry.

LUMO level: 0.782 eV
Molar mass: 112.22 g mol⁻¹
Net charge: 0
ΔE to the lowest compared entry with this formula, charge and spin: 48.3 kJ/mol

The geometry in XYZ format:
```
13
C2H8OS2 (ωB97M-V/def2-TZVPD)
C 2.09662 -0.83715 0.43490
S 0.75841 -0.16830 -0.72085
S -0.84622 -0.10069 0.44568
C -1.05555 1.57424 1.15904
H 3.07504 -0.56856 0.00228
H 2.02110 -1.93670 0.47844
H 2.04542 -0.44002 1.46265
H -0.07565 1.98757 1.45155
H -1.70182 1.53557 2.05204
H -1.51653 2.25115 0.42019
O -1.84160 -0.79082 -2.48292
H -1.09272 -0.80621 -1.84480
H -1.86645 -1.70012 -2.85817
```

=====

The following is a DFT calculation (ωB97M-V/def2-TZVPD) of an isolated molecule of C2H8OSi2 at a distorted geometry.

LUMO level: 0.330 eV
Molar mass: 104.26 g mol⁻¹
Net charge: 0
ΔE to the lowest compared entry with this formula, charge and spin: 280.0 kJ/mol

The geometry in XYZ format:
```
13
C2H8OSi2 (ωB97M-V/def2-TZVPD)
C 2.27749 0.69984 -0.66294
C 0.71458 0.77869 0.06642
O 0.62893 1.67966 0.82925
Si -0.54103 -0.51937 -0.48488
Si -2.23102 -0.60768 1.05817
H 2.86695 0.91071 0.16311
H 2.14401 1.43310 -1.43842
H 2.46453 -0.20617 -1.21304
H 0.19681 -1.80015 -0.39605
H -0.46435 -0.01789 -1.95036
H -3.31687 -1.11644 0.17991
H -1.94925 -1.70808 1.86420
H -2.79078 0.47379 1.98464
```